# 1
53
Properties=species:S:1:pos:R:3:forces:R:3 method="wB97M-V/def2-TZVPD" multiplicity=1 max_force_ev_per_a=2.01 e_lumo_ev=-2.4 de_lowest_kcal_mol=173.27 homo_lumo_gap_ev=3.71
O 0.4266 1.6819 -1.6418 0.2 -1.0 -0.1
C 1.3734 2.4627 -1.8413 0.0 1.4 0.5
C 1.3420 3.8824 -1.3794 -0.2 -1.6 -0.4
N 0.1859 4.3700 -0.6867 -0.8 0.9 0.6
O 0.1755 5.6000 -0.4100 -0.3 -1.5 -0.2
O -0.7556 3.6148 -0.3732 1.3 1.1 -0.3
C 2.4012 4.7564 -1.5991 0.4 0.0 -0.3
C 3.5429 4.3349 -2.2731 -0.3 0.5 0.3
C 3.6303 3.0035 -2.7201 -0.4 -0.3 0.1
C 2.6047 2.1016 -2.5211 0.1 0.3 0.1
H 2.2978 5.7726 -1.2256 0.1 -0.2 -0.1
H 4.3495 5.0474 -2.4464 -0.2 -0.3 0.0
H 4.5266 2.6737 -3.2419 -0.1 0.0 0.0
H 2.6822 1.0718 -2.8718 0.0 0.2 0.0
C -4.7226 -3.5547 -2.9681 0.2 0.1 0.0
N -4.1249 -3.6820 -1.6563 -0.6 -0.4 -0.2
C -4.9149 -4.4546 -0.7218 0.2 0.1 0.0
C -2.9351 -3.0400 -1.3015 0.8 0.5 0.3
C -2.9477 -1.7237 -0.7778 0.0 -0.7 -0.2
C -1.7673 -1.1058 -0.4035 0.4 0.1 0.4
C -0.5190 -1.7710 -0.5222 -1.0 -0.6 -0.6
C 0.6954 -1.2018 -0.0219 -0.3 0.5 0.9
C 0.7545 -0.4178 1.1213 0.2 0.2 -0.4
C 1.9251 0.3019 1.6209 -0.1 -0.1 0.7
C 3.1842 0.5156 1.0914 0.4 0.3 0.2
C 4.1358 1.1911 1.8767 -0.4 -0.2 -0.1
C 3.8262 1.6237 3.1791 -0.5 -0.2 -0.1
C 2.5480 1.4014 3.7272 0.2 0.1 -0.2
C 1.6167 0.7606 2.9215 0.5 -0.2 -0.6
N 0.2958 0.3703 3.2045 -1.0 -0.9 -1.5
C -0.4126 0.5563 4.4567 -0.4 0.0 0.4
C -0.2305 -0.2858 2.1392 0.7 0.5 0.9
C -0.5134 -3.0578 -1.1276 0.5 0.5 0.3
C -1.6882 -3.6928 -1.4761 -0.6 0.3 0.0
H -4.0840 -2.9402 -3.6135 -0.2 -0.2 0.1
H -4.8533 -4.5484 -3.4259 0.0 0.2 0.0
H -5.7199 -3.0904 -2.8934 0.2 0.0 -0.1
H -4.4210 -4.4809 0.2567 -0.2 0.0 -0.2
H -5.9199 -4.0149 -0.6118 0.1 -0.1 0.1
H -5.0435 -5.4848 -1.0916 0.0 0.1 0.2
H -3.9110 -1.2208 -0.6599 0.4 -0.1 -0.1
H -1.7837 -0.0890 -0.0088 0.0 -0.2 -0.3
H 1.6460 -1.4768 -0.4782 -0.2 0.1 -0.1
H 3.3878 0.1595 0.0817 0.2 0.3 0.2
H 5.1315 1.3793 1.4715 -0.3 0.0 0.1
H 4.5872 2.1405 3.7665 -0.3 -0.2 -0.2
H 2.2703 1.7093 4.7344 0.3 0.1 -0.2
H 0.2363 1.0848 5.1575 -0.2 -0.1 -0.1
H -1.3352 1.1315 4.2986 0.4 0.0 0.0
H -0.7072 -0.4131 4.8860 0.3 0.3 -0.1
H -1.2359 -0.6986 2.1677 0.3 0.1 0.1
H 0.4490 -3.5512 -1.2747 -0.3 0.0 0.0
H -1.6821 -4.7027 -1.8930 0.0 0.4 0.1



# 2
100
Properties=species:S:1:pos:R:3:forces:R:3 method="wB97M-V/def2-TZVPD" multiplicity=1 max_force_ev_per_a=1.29 charge=-1 e_lumo_ev=1.7 de_lowest_kcal_mol=0.00 homo_lumo_gap_ev=5.98
C -4.8517 3.3004 1.4370 0.0 -0.1 0.1
C -5.0560 1.8061 1.4183 0.3 0.3 -0.4
O -5.3834 1.1545 2.3624 -0.2 -0.2 0.2
O -4.8561 1.2507 0.1800 -0.1 0.1 0.1
C -3.5093 0.7713 -0.0414 0.1 0.3 0.0
C -3.3221 0.5396 -1.5331 0.1 -0.1 0.1
C -2.6068 1.6683 -2.3047 0.0 -0.2 0.2
C -1.1827 1.2805 -2.7154 -0.2 0.1 0.2
C -0.1904 1.4070 -1.5586 -0.1 -0.1 0.0
C 1.1062 0.6270 -1.7805 -0.1 -0.3 0.3
P 2.5806 1.1946 -0.7083 -0.9 0.1 -0.9
C 1.6752 0.6898 0.9506 -0.1 0.0 0.2
N 1.2490 1.8366 1.7363 -0.3 -0.2 0.1
C 3.6340 2.0394 -2.0849 0.1 0.3 0.3
C 2.9719 2.5749 -3.3538 0.3 0.1 -0.4
C 1.9376 3.7101 -3.2311 0.0 0.0 -0.2
C 2.1772 4.7798 -2.1586 0.1 0.2 -0.3
N 3.0481 5.8878 -2.5861 0.1 0.0 0.1
C 3.5152 -0.5519 -0.9118 -0.4 -0.1 0.1
Br 3.7987 -1.0754 -2.7883 0.2 0.1 -0.2
C 2.9702 -1.7598 -0.1205 0.8 -0.7 -0.1
C 4.1222 -2.5978 0.4291 -0.1 -0.1 0.0
Br 1.8431 -3.0054 -1.1608 -0.2 0.1 -0.2
P 4.3808 1.8887 0.7929 0.1 -0.5 0.5
N 4.4789 1.0986 2.1498 0.0 -0.1 -0.2
O 5.8301 1.8531 -0.0135 0.1 0.4 -0.2
O 4.2329 3.5170 1.0997 0.2 0.2 0.0
H -4.9107 3.6656 2.4584 -0.1 0.0 0.0
H -5.6109 3.7773 0.8176 0.0 0.0 0.0
H -3.8760 3.5484 1.0182 0.0 0.0 -0.1
H -3.3452 -0.1296 0.5522 -0.1 0.0 0.0
H -2.8118 1.5388 0.3130 0.1 -0.1 0.0
H -2.7619 -0.3920 -1.6525 0.0 0.0 -0.1
H -4.3109 0.3586 -1.9568 0.0 -0.1 0.0
H -2.5509 2.5520 -1.6583 -0.1 0.1 -0.2
H -3.1953 1.9252 -3.1868 0.0 0.1 0.0
H -1.1991 0.2444 -3.0679 0.1 0.1 -0.2
H -0.8645 1.9281 -3.5353 0.1 -0.2 -0.1
H -0.6816 1.0224 -0.6550 0.1 0.1 0.1
H -0.0101 2.4725 -1.3733 0.1 0.0 0.0
H 1.3309 0.5348 -2.8448 0.1 0.2 0.0
H 0.8849 -0.3979 -1.4651 0.1 0.0 -0.1
H 1.9740 2.5061 -0.4943 0.2 0.1 0.1
H 0.7835 0.0989 0.7110 0.0 0.0 -0.1
H 2.2877 0.0896 1.6166 0.2 0.1 0.0
H 0.6844 2.4679 1.1815 0.2 0.1 -0.1
H 2.0390 2.3413 2.1207 0.0 0.0 0.0
H 4.0508 2.9137 -1.5679 -0.1 0.0 0.1
H 4.5278 1.4786 -2.3563 -0.1 -0.2 -0.1
H 2.5460 1.7746 -3.9634 -0.1 -0.1 0.1
H 3.7828 2.9676 -3.9850 0.1 0.0 0.1
H 0.9194 3.3211 -3.1771 0.1 -0.1 0.3
H 1.9660 4.2501 -4.1880 -0.2 -0.1 0.0
H 2.6264 4.3641 -1.2600 -0.2 -0.1 0.1
H 1.2143 5.2231 -1.8928 0.0 0.0 0.2
H 3.9858 5.5410 -2.7543 0.0 0.0 -0.1
H 2.7106 6.2761 -3.4597 0.1 0.0 0.0
H 4.5511 -0.4350 -0.5938 -0.1 0.2 0.1
H 2.3105 -1.5161 0.6945 -0.1 0.4 -0.1
H 4.7680 -1.9486 1.0246 0.0 0.0 0.0
H 3.7557 -3.4068 1.0635 0.0 0.0 0.0
H 4.6973 -3.0386 -0.3861 0.1 0.1 0.0
H 5.3713 0.6636 2.3497 0.0 0.2 0.2
H 6.5355 2.1821 0.5614 0.0 -0.2 0.0
H 4.9074 4.0375 0.6503 -0.1 0.0 -0.1
C 8.6937 -0.7744 1.9347 -0.1 0.0 -0.1
Cl 9.0203 -1.2528 0.2690 0.0 0.0 0.0
Cl 8.3838 0.9584 2.0441 0.1 0.0 0.1
Cl 7.3476 -1.6910 2.6030 0.0 0.0 0.0
H 9.5751 -0.9894 2.5233 0.0 0.0 0.0
C -0.4130 -5.6204 2.1992 0.0 0.1 -0.1
Cl 0.6888 -5.6273 3.5757 0.0 0.0 0.0
Cl -1.8686 -4.6821 2.5916 -0.1 0.0 0.1
Cl 0.3510 -4.9411 0.7705 -0.1 -0.2 0.4
H -0.7147 -6.6420 2.0082 -0.1 0.0 0.0
C -3.9396 -6.3678 5.1151 0.0 0.0 -0.1
Cl -2.7282 -7.5765 4.6873 0.0 0.0 0.0
Cl -5.5604 -7.0727 5.0673 0.0 0.0 0.0
Cl -3.5982 -5.6648 6.6917 0.0 0.0 0.0
H -3.8987 -5.5773 4.3760 0.0 0.0 0.0
C -5.0367 -3.5033 0.9792 0.0 0.2 0.0
Cl -5.5011 -3.9158 -0.6708 0.0 0.0 0.0
Cl -5.5818 -1.8861 1.4075 0.1 -0.1 0.0
Cl -5.6623 -4.7076 2.1180 0.0 -0.1 0.0
H -3.9558 -3.5211 1.0405 0.0 0.0 0.0
C -1.6631 3.5792 -6.4270 0.0 -0.1 0.0
Cl -0.2696 2.5831 -6.8429 0.0 0.0 0.0
Cl -3.1570 2.6393 -6.5125 0.0 0.0 0.0
Cl -1.4621 4.2964 -4.8347 0.0 0.2 0.0
H -1.7334 4.3783 -7.1525 0.0 0.0 0.0
C -8.4583 -4.0019 -3.5021 0.0 0.0 0.1
Cl -9.4376 -4.4442 -4.9032 0.0 0.0 0.0
Cl -6.9762 -4.9524 -3.4436 0.0 -0.1 -0.1
Cl -8.1015 -2.2779 -3.4980 0.0 0.0 0.0
H -9.0314 -4.2265 -2.6124 0.0 0.0 0.0
C -1.7933 -3.3616 9.7706 0.0 0.0 0.0
Cl -0.6120 -4.5847 9.3141 0.0 0.0 0.0
Cl -3.4212 -4.0424 9.8013 0.0 0.0 0.0
Cl -1.3870 -2.6355 11.3263 0.0 0.0 0.0
H -1.7734 -2.5806 9.0221 0.0 0.0 0.0



# 3
12
Properties=species:S:1:pos:R:3:forces:R:3 method="wB97M-V/def2-TZVPD" multiplicity=1 max_force_ev_per_a=0.62 e_lumo_ev=-0.1 de_lowest_kcal_mol=150.33 homo_lumo_gap_ev=8.65
C 1.8632 0.5590 0.2381 0.5 0.3 0.1
O 1.4930 -0.4337 1.1252 0.1 0.0 0.0
C 0.4803 -0.2157 0.0942 -0.4 0.1 0.1
C -0.1356 0.9752 0.4360 0.0 -0.1 -0.1
O -2.6196 -0.4841 -0.6557 0.3 -0.4 -0.1
C -1.8453 -1.4036 -0.7798 -0.2 0.1 0.0
H 2.4845 0.3337 -0.6272 -0.1 0.0 0.1
H 2.0888 1.5111 0.7246 -0.1 -0.1 -0.1
H -0.7177 1.5016 -0.3212 0.1 -0.1 0.1
H -0.1439 1.3826 1.4519 0.1 -0.1 -0.1
H -1.5180 -2.0249 0.0745 -0.1 0.1 -0.1
H -1.4296 -1.7012 -1.7605 -0.1 0.1 0.1



# 4
16
Properties=species:S:1:pos:R:3:forces:R:3 method="wB97M-V/def2-TZVPD" smiles=F[C@H]1[C@@H]2CC[C@H]1[C@@H]2F multiplicity=1 max_force_ev_per_a=5.35 e_lumo_ev=0.9 de_lowest_kcal_mol=47.95 homo_lumo_gap_ev=11.43
F 1.6036 -0.8412 -1.1239 -1.1 1.3 1.3
C 0.7612 -0.5438 0.0389 2.1 -4.2 -2.5
C -0.7921 -0.6390 -0.2876 2.2 -2.3 0.0
C -1.1829 -0.8218 1.1466 -2.3 -0.2 0.3
C -0.1915 0.1387 1.8111 1.0 0.5 2.4
C 0.4714 0.7970 0.6042 1.0 2.0 -0.4
C -0.6765 0.8800 -0.4006 -0.3 -0.2 -1.6
F -0.1323 1.1420 -1.6775 -0.9 0.8 0.8
H 1.1893 -1.3162 0.7493 -0.6 0.9 -0.7
H -1.0500 -1.5395 -0.9715 -0.1 2.4 0.5
H -2.2283 -0.2905 1.3004 1.5 -2.0 0.0
H -1.0606 -1.9356 1.3933 -0.7 1.8 0.2
H 0.6831 -0.4401 2.3011 -1.9 1.3 0.2
H -0.7854 0.8306 2.4558 1.1 -0.5 -0.1
H 1.2579 1.6654 0.6544 -1.6 -1.8 0.2
H -1.5859 1.4516 -0.1459 0.5 0.3 -0.6



# 5
42
Properties=species:S:1:pos:R:3:forces:R:3 method="wB97M-V/def2-TZVPD" multiplicity=4 s_squared=3.79 max_force_ev_per_a=4.27 charge=+2 e_lumo_ev="-8.5 / -9.9" de_lowest_kcal_mol=31.42 homo_lumo_gap_ev="5.95 / 5.66"
Re -1.4393 -1.6894 0.1258 0.1 -0.9 -0.1
C -1.4450 -2.7449 1.9066 -0.7 -0.2 0.0
H -0.9940 -2.3143 2.8063 -0.1 -0.2 -0.2
H -2.4772 -3.0638 2.1233 0.2 0.0 0.1
H -0.8895 -3.6396 1.5792 0.2 -0.1 0.0
H -1.6069 -1.6496 -1.5984 -1.3 -0.8 0.0
H -0.6226 -1.6376 -1.6641 0.4 0.2 -0.3
O 0.1991 -0.3351 -3.2143 -0.2 -1.9 2.1
C 0.4300 -1.1265 -2.3293 1.3 1.9 -3.6
C 1.7698 -1.5208 -1.8849 1.5 0.3 0.7
C 2.8592 -1.6476 -2.7614 -0.2 -0.1 0.0
C 4.1574 -1.5778 -2.2559 -0.1 -0.2 -0.1
C 4.3935 -1.3853 -0.8870 -0.1 0.0 0.0
C 3.3272 -1.2497 -0.0002 -0.1 0.0 0.0
C 2.0295 -1.3245 -0.5026 -1.0 -0.2 -1.1
P 0.5499 -0.8156 0.3690 2.9 1.4 1.3
C 0.8669 0.9498 0.6773 -0.6 -0.1 0.4
C 1.0032 1.4178 1.9942 0.0 -0.1 -0.3
C 1.2103 2.7801 2.2091 0.0 0.1 0.0
C 1.2607 3.6668 1.1267 0.0 -0.4 -0.1
C 1.1027 3.1915 -0.1820 0.0 -0.1 0.2
C 0.8994 1.8315 -0.4106 0.1 0.1 -0.1
C -2.0783 0.1330 -0.1776 -0.2 0.3 1.7
C -2.8490 0.9880 -0.9588 -0.1 -0.2 -0.2
C -4.1829 1.1255 -0.5546 0.5 0.6 0.1
C -4.6410 0.5652 0.6522 -0.7 -0.2 0.2
C -3.8064 -0.0795 1.5399 1.2 -0.3 0.0
C -2.3856 -0.2091 1.2106 -2.6 1.7 -0.5
H 2.6695 -1.7850 -3.8221 0.1 0.1 0.1
H 5.0034 -1.6621 -2.9436 -0.3 0.0 0.3
H 5.4183 -1.3253 -0.5194 -0.3 0.0 -0.1
H 3.4740 -1.0624 1.0636 0.1 -0.1 -0.3
H 0.9635 0.7036 2.8183 0.0 0.3 -0.1
H 1.3351 3.1564 3.2260 0.0 -0.1 -0.3
H 1.4240 4.7306 1.2975 0.0 -0.3 0.0
H 1.1400 3.8787 -1.0253 0.0 -0.1 0.2
H 0.7654 1.4553 -1.4284 0.1 0.2 0.3
H -2.4297 1.4380 -1.8582 -0.4 -0.3 -0.1
H -4.8851 1.6847 -1.1748 0.2 -0.2 0.1
H -5.7005 0.6838 0.9086 0.5 -0.1 -0.1
H -4.1495 -0.4863 2.4912 0.0 0.6 -0.1
H -1.6695 -0.0487 2.0280 -0.2 -0.2 -0.1



# 6
24
Properties=species:S:1:pos:R:3:forces:R:3 method="wB97M-V/def2-TZVPD" multiplicity=1 max_force_ev_per_a=4.66 e_lumo_ev="-0.8 / -2.0" de_lowest_kcal_mol=272.97 homo_lumo_gap_ev="9.02 / 7.60"
C -1.7488 0.3358 -0.7489 1.1 3.2 3.2
C 0.0617 2.1592 -0.4869 0.9 -2.1 1.1
C 0.4820 -0.0945 -1.6674 -2.4 -2.2 2.2
C 0.3607 -2.6881 0.4584 0.0 2.2 1.7
C -0.2308 0.6389 -0.4694 -0.8 -2.2 -3.1
C 0.2480 -0.0276 0.7405 1.3 -1.2 0.1
N -0.5809 0.1345 1.9126 0.9 -0.2 -1.0
N 1.6559 0.0061 1.1591 0.4 0.1 0.9
O -1.3556 -0.7228 2.1820 -1.4 -1.0 0.8
O -0.4155 1.1919 2.4409 -0.4 1.4 1.3
O 1.8786 -0.3171 2.3380 -0.3 0.2 -1.6
O 2.5198 0.3292 0.3514 -0.8 -0.3 0.4
H -2.2904 0.9474 -0.0039 -0.3 -0.4 -0.2
H -2.0801 0.6648 -1.6686 0.0 1.3 -2.2
H -2.1201 -0.6125 -0.7380 -0.3 -3.1 0.7
H 1.0928 2.1892 -0.8978 -0.7 0.8 0.3
H -0.7181 2.5389 -1.1295 0.1 1.0 0.2
H 0.0524 2.3656 0.6153 -0.2 1.2 -1.4
H 0.4372 -1.2350 -1.4461 0.5 2.1 -0.9
H 1.3725 0.3475 -1.7901 4.0 0.6 0.0
H 0.0513 0.1734 -2.5779 -1.6 0.0 -1.5
H 1.3762 -2.6669 0.5601 2.7 0.5 1.1
H -0.2752 -2.4712 1.2701 -0.8 -0.4 0.5
H 0.2262 -3.1867 -0.4037 -1.9 -1.5 -2.9